# 1
Density functional theory data (ωB97M-V/def2-TZVPD) for a molecular structure, C34H57Br23ClN3O3P4S.

Summary:
Frontier orbital gap (eV): 6.8
Calculated total energy (eV): -1718273.8273

```
! wB97M-V def2-TZVPD RIJCOSX def2/J DEFGRID3
* xyz 0 1
Br -9.34 -0.92 -1.56
Br -2.41 -2.40 -2.22
Br -2.66 7.60 4.27
Br -2.34 -1.55 1.37
Br -9.33 -0.12 2.05
Br 4.43 -4.04 -7.00
Br 0.92 6.77 4.60
Br 6.28 -9.28 -10.10
Br 6.42 -0.99 1.92
Br -6.93 2.82 4.80
Br -2.89 1.90 4.77
Br -6.06 2.78 0.94
Br -9.88 4.88 3.97
Br -12.54 -3.07 -3.30
Br -6.05 1.99 -2.67
Br -4.38 4.17 2.25
Br -13.09 0.51 -4.01
Br 8.54 -1.98 -0.94
Br 1.45 -4.92 -5.02
Br 8.51 2.79 -0.69
Br 12.62 -0.19 1.52
Br 3.95 -9.32 -7.24
Br 11.09 -3.48 2.22
Cl 5.72 4.12 2.38
S 2.28 -0.91 0.46
P 4.81 2.17 2.19
P 6.30 3.33 -0.93
P 6.31 -1.87 -3.83
P 2.41 4.96 1.74
O 6.21 -3.38 -3.46
O 6.25 4.20 -2.41
O 3.88 2.03 3.64
N 3.76 2.11 0.77
N 2.88 5.35 3.23
N -0.68 4.37 2.54
C 8.25 -1.68 1.89
C -0.18 7.98 5.66
C 3.99 -8.15 -8.80
C 1.58 3.27 1.60
C 5.46 1.64 -1.13
C -10.25 -1.55 1.09
C 9.03 -1.11 0.74
C 13.03 -1.49 2.92
C 0.07 3.20 2.02
C -11.74 -0.71 -4.72
C -12.32 -2.08 -4.97
C 4.18 -5.46 -5.68
C 3.71 -0.26 -0.55
C 2.33 1.96 1.09
C -4.74 2.52 4.59
C -6.97 1.35 -0.03
C -5.15 2.59 3.12
C -8.00 3.99 5.94
C 4.24 1.16 -0.26
C 6.06 0.67 -2.22
C -1.56 7.42 5.87
C -2.41 -3.58 -0.66
C 5.52 -0.75 -2.51
C 4.30 -1.22 -1.64
C -0.04 0.59 1.40
C -9.47 3.90 5.60
C -6.10 0.79 -1.13
C 12.94 -2.90 2.40
C -9.39 -2.11 -0.01
C -0.76 1.86 1.90
C 2.81 -6.08 -5.80
C 1.48 0.68 1.03
C -3.26 -3.01 0.45
C 4.36 -8.91 -10.05
H 14.05 -1.26 3.22
H 13.41 -3.03 1.42
H -6.52 -0.14 -1.51
H -8.36 -2.28 0.29
H 3.82 -2.25 -1.75
H 4.58 1.99 4.35
H -3.44 -3.76 1.22
H -10.46 -2.31 1.84
H -11.19 -1.13 0.73
H -0.08 4.78 3.28
H 2.60 4.57 3.84
H 5.70 -1.64 -5.13
H -1.88 1.84 2.18
H -5.35 1.77 5.12
H 8.18 -2.76 1.88
H 4.38 -5.02 -4.70
H -2.09 7.98 6.65
H 6.97 1.02 -2.82
H 1.46 5.93 1.28
H 4.16 -8.31 -10.93
H 8.68 -1.36 2.84
H -7.18 0.59 0.73
H -10.91 -0.71 -4.01
H -4.81 3.47 5.11
H -1.48 3.97 3.08
H 4.68 -7.34 -8.56
H -13.29 -2.06 -5.45
H 7.72 -1.59 -4.00
H -4.84 1.73 2.54
H -6.24 2.72 3.02
H 13.39 -3.60 3.11
H -1.37 -3.72 -0.37
H 2.98 -7.75 -8.88
H 0.35 8.08 6.61
H -7.60 5.00 5.83
H 12.35 -1.29 3.75
H 8.88 -0.04 0.59
H 10.09 -1.31 0.86
H 3.85 -9.86 -10.14
H -0.66 -0.37 1.33
H -1.56 6.36 6.14
H -10.08 4.37 6.38
H -5.07 0.63 -0.82
H -0.18 8.95 5.15
H -11.63 -2.68 -5.57
H 4.96 -6.19 -5.91
H 2.51 -6.27 -6.83
H 2.76 -7.01 -5.22
H -7.82 3.64 6.96
H 6.64 3.60 -3.10
H -11.41 -0.26 -5.65
H 3.50 4.94 0.79
H -9.82 2.88 5.46
H -7.92 1.76 -0.39
H -4.21 -2.61 0.11
H -9.81 -3.05 -0.39
H -2.82 -4.52 -1.01
*
```



# 2
Density functional theory data (ωB97M-V/def2-TZVPD) for 2 unconnected molecules or ions with the total composition C31H50ClF9N2O5PSSi.

Summary:
Frontier orbital gap (eV): 8.1
Calculated total energy (eV): -111149.0693

```
! wB97M-V def2-TZVPD RIJCOSX def2/J DEFGRID3
* xyz 1 1
Cl -0.63 -1.92 3.46
S -2.82 2.18 1.01
P -3.60 -1.83 -1.18
Si 8.28 -0.61 -1.14
F -7.02 3.75 1.65
F -7.82 4.92 3.87
F -6.40 3.82 5.09
F -5.70 5.27 3.63
F -5.29 1.23 2.72
F -7.45 2.27 3.19
F -5.35 2.18 0.31
F -4.34 3.00 3.55
F -4.47 4.11 0.91
O -2.40 2.40 -0.35
O -5.17 1.38 -4.90
O -2.01 2.79 2.03
O -4.79 -2.12 1.78
O -3.09 1.74 -4.35
N -1.91 -0.18 0.26
N -3.31 -3.05 -2.10
C -5.18 2.58 2.61
C -2.24 -1.64 0.08
C -2.43 -2.38 1.45
C 8.23 -2.87 0.65
C -6.56 1.26 -4.58
C 9.35 -0.90 1.48
C -4.24 1.79 -4.03
C -3.78 -3.09 1.57
C 8.53 -3.55 1.83
C -2.42 -0.03 2.66
C -4.58 2.82 1.21
C 8.63 -1.55 0.45
C -2.22 -1.55 2.74
C 7.23 0.93 -0.77
C 1.52 -1.08 -0.65
C 2.75 -0.76 -1.54
C 4.09 -0.75 -0.78
C -5.68 -2.38 2.86
C 5.85 1.04 -1.45
C 9.65 -1.57 2.66
C -2.83 0.39 1.27
C 0.36 -0.09 -0.79
C 7.47 -1.77 -2.38
C -4.67 2.36 -2.69
C 4.66 0.66 -0.54
C 9.94 -0.09 -1.88
C -0.45 0.08 0.50
C -7.31 2.57 -4.75
C -6.63 4.35 3.89
C -6.60 3.24 2.81
C 9.25 -2.89 2.83
H 1.86 -1.11 0.39
H 1.17 -2.09 -0.87
H -7.18 2.94 -5.77
H -6.69 0.85 -3.58
H -0.11 -0.62 1.27
H -2.94 -1.92 3.46
H -5.25 -2.08 3.82
H -4.82 3.43 -2.79
H -0.34 1.08 0.90
H 3.87 1.40 -0.66
H 7.68 -3.39 -0.13
H 8.21 -2.49 -2.70
H -1.67 -3.16 1.47
H 2.80 -1.53 -2.31
H -0.31 -0.46 -1.57
H -2.12 0.29 -0.63
H 9.67 0.12 1.35
H 10.21 -1.07 3.44
H 7.14 -1.22 -3.26
H -6.95 3.33 -4.07
H -6.58 -1.79 2.69
H -4.83 -1.76 -0.50
H -6.94 0.52 -5.28
H 8.22 -4.57 1.97
H -5.96 -3.43 2.89
H 3.98 -1.27 0.17
H 9.50 -3.41 3.75
H 7.83 1.81 -1.02
H 10.11 0.98 -1.83
H 10.74 -0.58 -1.33
H -1.52 0.50 2.96
H 0.71 0.88 -1.13
H -3.48 -0.56 -1.81
H -8.38 2.42 -4.57
H -5.58 1.91 -2.31
H -3.90 2.19 -1.95
H -3.84 0.02 1.07
H -1.40 -2.08 -0.45
H -3.19 0.28 3.37
H 5.71 2.07 -1.77
H -3.72 -3.79 2.41
H 10.02 -0.41 -2.92
H 4.81 -1.32 -1.35
H -3.99 -3.68 0.68
H 5.00 0.72 0.50
H 2.60 0.20 -2.03
H -4.08 -3.71 -2.16
H 7.09 0.96 0.32
H 6.62 -2.31 -1.96
H 5.80 0.44 -2.36
*
```



# 3
Density functional theory data (ωB97M-V/def2-TZVPD) for 2 unconnected molecules or ions with the total composition C46H57N4.

Summary:
Frontier orbital gap (eV): 3.7
Energy relative to the best compared isomer or geometry (same formula, charge and spin) (kJ/mol): 6.5
Calculated total energy (eV): -54579.2416

```
! wB97M-V def2-TZVPD RIJCOSX def2/J DEFGRID3
* xyz 1 1
N 0.87 -0.88 -2.16
N -0.42 -0.92 -2.62
N -1.18 -0.46 -1.60
N -0.95 -0.49 6.89
C 0.54 1.84 -4.22
C 0.91 -0.30 -0.89
C 2.49 -2.06 -3.60
C -0.34 -0.37 5.72
C 3.66 0.40 -4.28
C 1.88 -3.42 -3.26
C 2.94 -4.43 -2.82
C -2.88 2.73 -3.61
C -1.80 0.56 7.44
C -0.69 -1.58 7.84
C -2.15 -3.36 -3.05
C -2.62 -0.43 -1.75
C -2.51 -0.10 8.63
C 2.47 0.39 -3.54
C -0.92 0.50 0.67
C -4.65 0.76 -2.29
C 2.18 -0.09 -0.24
C -4.71 -1.62 -2.00
C 2.17 2.71 3.63
C 3.60 -2.00 -4.44
C 0.38 1.01 3.83
C 0.30 4.71 3.07
C -3.34 -1.64 -1.75
C 2.61 2.92 -3.25
C -5.37 -0.43 -2.27
C 3.68 1.22 1.16
C 1.66 5.03 3.15
C -0.14 3.41 3.32
C 1.95 -0.85 -3.12
C 4.69 0.27 0.97
C -2.54 2.11 -2.25
C -3.44 -4.07 -0.99
C -0.47 0.77 4.90
C 2.44 1.07 0.55
C -3.27 0.78 -2.06
C -2.86 3.06 -1.11
C -2.61 -2.97 -1.65
C 1.72 1.68 -3.26
C -0.40 -0.04 -0.50
C 4.46 -0.85 0.16
C -1.80 -1.44 8.90
C 0.80 2.37 3.53
C 1.07 -3.96 -4.44
C 3.21 -1.04 -0.41
C 2.59 4.03 3.47
C 4.22 -0.79 -4.73
H -1.22 1.53 5.14
H -0.02 2.75 -3.98
H 0.30 -1.45 8.32
H -0.28 0.55 1.53
H -2.81 -4.95 -0.82
H -0.43 5.49 2.82
H 0.90 1.90 -5.25
H -5.26 -2.56 -2.02
H 0.34 -1.17 5.41
H -1.99 0.68 0.70
H -4.29 -4.37 -1.61
H 0.52 -4.86 -4.14
H -1.47 1.89 -2.22
H -0.70 -2.56 7.35
H -1.53 -2.56 -3.47
H -1.72 -2.81 -1.03
H -3.81 -3.73 -0.02
H -2.50 -2.28 8.82
H 2.02 3.79 -2.93
H 1.74 -4.22 -5.27
H 3.02 3.12 -4.24
H 2.87 1.92 3.89
H -2.46 0.57 9.49
H -2.62 2.04 -4.42
H 3.44 2.79 -2.54
H 0.35 -3.22 -4.80
H 3.86 2.09 1.79
H -3.95 3.23 -1.04
H -3.56 -0.27 8.38
H 1.65 1.81 0.67
H 3.55 -4.04 -2.01
H -2.31 3.66 -3.76
H -2.51 0.93 6.69
H 2.45 -5.35 -2.47
H 3.60 -4.69 -3.66
H -1.35 -1.46 9.90
H 1.19 -3.24 -2.42
H -2.51 2.64 -0.16
H -0.13 0.98 -4.14
H -1.57 -4.29 -3.04
H 4.00 -2.93 -4.85
H -1.21 3.17 3.34
H 5.25 -1.58 -0.02
H -2.36 4.03 -1.26
H -5.16 1.70 -2.51
H 5.67 0.40 1.46
H -6.44 -0.43 -2.49
H 2.99 -1.94 -0.99
H 2.01 6.05 2.95
H 5.14 -0.77 -5.33
H -1.19 1.42 7.78
H 0.95 0.18 3.40
H -3.02 -3.49 -3.71
H -3.95 2.96 -3.68
H 3.66 4.27 3.58
H 1.30 1.59 -2.24
H 4.13 1.35 -4.54
*
```



Among the records above, which one has the highest frontier orbital gap?
C31H50ClF9N2O5PSSi